The following is a DFT calculation (ωB97M-V/def2-TZVPD) of a 2-piece molecular cluster, C11H15N overall.

CARTESIAN COORDINATES (ANGSTROEM)
C -1.60 -2.63 -1.78
C -0.32 -2.24 -1.10
C 0.68 -3.10 -0.79
N 1.75 -2.42 -0.22
C 1.38 -1.06 -0.12
C 2.19 0.02 0.25
C 1.62 1.25 0.10
C 0.35 1.45 -0.51
C -0.38 0.36 -0.91
C 0.12 -0.95 -0.69
H -2.35 -2.90 -1.03
H -1.46 -3.53 -2.39
H -2.09 -1.86 -2.37
H 0.82 -4.13 -1.08
H 2.39 -2.91 0.38
H 3.14 -0.08 0.73
H 2.27 2.09 0.32
H -0.15 2.39 -0.67
H -1.36 0.55 -1.33
C -2.65 4.05 2.86
C -1.61 3.57 1.82
H -3.10 5.00 2.60
H -3.41 3.27 2.94
H -2.15 4.11 3.83
H -1.27 2.57 2.04
H -0.85 4.34 1.67
H -2.12 3.50 0.85

Properties
Gap between HOMO and LUMO (eV): 8.83
SMILES: Cc1c[nH]c2ccccc12.CC
Max |F| (hartree/bohr): 0.04150
Highest occupied orbital energy (eV): -7.8
Relative energy (zero: lowest compared OMol25 entry of this formula, charge and spin) (kJ/mol): 48.1

Taken from the Löwdin analysis, the atomic charges in e are: C -0.05; C -0.23; C -0.07; N 0.07; C -0.21; C -0.03; C -0.10; C -0.10; C -0.02; C -0.14; H 0.08; H 0.07; H 0.07; H 0.12; H 0.14; H 0.10; H 0.10; H 0.09; H 0.11; C -0.17; C -0.18; H 0.06; H 0.06; H 0.06; H 0.06; H 0.06; H 0.06